Record 1
Molecular formula: C46H86FNO17S
Method: DFT, ωB97M-V/def2-TZVPD

Structure (XYZ):
```
152
Properties=species:S:1:pos:R:3:forces:R:3:mulliken_charge:R:1
C -0.811176 -2.449681 0.779045 -0.1 -1.0 -0.3 -0.61
C -1.163721 -3.573549 0.515789 -1.0 0.4 0.0 0.45
C -1.782837 -4.830345 0.001763 1.8 0.8 0.2 -1.00
C -1.284623 -5.006030 -1.445371 -0.8 -0.6 -0.2 -0.72
C -2.080968 -4.246070 -2.529521 0.6 -0.1 1.1 -1.89
C -1.675579 -2.761724 -2.713843 0.4 -0.1 -0.5 1.54
C -2.927902 -1.975237 -3.184170 1.0 1.5 0.2 -0.58
C -2.723258 -0.439343 -3.369011 -0.1 -0.5 -0.1 1.01
C -3.880569 0.120336 -4.199410 0.4 0.6 -0.3 -1.06
C -3.962509 1.662129 -4.308007 -1.2 -0.9 0.7 -0.82
S -3.494109 2.600747 -2.859979 1.5 1.9 -1.3 1.15
O -3.969961 3.933668 -3.010139 -1.5 0.1 0.1 -0.66
O -2.067900 2.567130 -2.788536 0.6 -1.3 0.7 -0.58
O -4.171252 2.011793 -1.553562 -0.1 -0.4 -0.3 -0.52
N -4.119393 -2.064770 -2.362054 -0.2 -1.0 -0.4 -0.13
C -3.846480 -2.000254 -0.924507 -0.9 1.0 0.3 1.34
C -4.977540 -1.268650 -0.173792 0.0 -0.6 -0.4 -1.78
O -3.089475 -2.497482 -4.514492 -0.3 -0.2 0.0 -0.58
C -1.852778 -2.713748 -5.062395 -0.2 -0.5 -0.3 0.09
O -1.719680 -2.870010 -6.239068 0.2 0.0 0.4 -0.61
C -0.767913 -2.718385 -3.940618 -0.5 -0.2 -1.2 1.29
F -0.098359 -1.500000 -4.134873 -0.2 0.4 0.5 -0.42
C 0.331359 -3.742379 -4.078109 0.7 -0.3 0.4 -1.69
C 1.442623 -3.587010 -3.000590 -0.2 -0.4 -0.5 -0.21
C 2.616636 -2.669224 -3.381560 -0.4 0.0 0.3 -1.06
C 2.589710 -1.267977 -2.757550 1.0 -0.2 0.3 -0.91
C 2.220804 -1.239663 -1.267056 -1.1 0.7 -0.8 1.16
C 2.258669 0.206394 -0.727939 0.2 -0.8 0.9 -1.75
C 0.995952 0.596311 0.036631 -0.2 0.5 -0.5 0.12
C -0.258761 0.760968 -0.854779 0.1 0.5 0.7 0.12
H -0.468872 -1.452536 0.849451 0.1 0.1 0.3 -0.24
H -2.863879 -4.824073 0.103916 -0.1 0.0 0.0 0.63
H -1.338831 -5.640637 0.577678 -0.3 -0.2 0.2 0.34
H -1.378609 -6.068334 -1.684925 0.0 0.0 0.0 0.48
H -0.221413 -4.788148 -1.443881 0.0 0.0 -0.2 0.16
H -1.961306 -4.817811 -3.446486 -0.1 0.3 -0.2 0.56
H -3.136811 -4.344588 -2.280317 -0.1 0.2 0.0 0.87
H -1.104482 -2.323546 -1.897458 -0.5 -0.1 0.4 0.17
H -1.795962 -0.206661 -3.892587 0.0 -0.1 0.2 0.71
H -2.641391 -0.018980 -2.367590 0.0 0.1 0.0 -1.23
H -4.854605 -0.250390 -3.897179 0.1 -0.1 0.3 0.47
H -3.721364 -0.234919 -5.217031 -0.1 0.0 -0.1 0.22
H -3.400334 2.084647 -5.134557 0.4 0.2 0.3 0.48
H -5.010236 1.904929 -4.486537 0.0 0.2 0.0 0.47
H -3.569001 1.392327 -1.113489 0.0 0.0 0.0 0.40
H -4.630002 -2.920276 -2.548649 0.0 0.0 -0.2 0.61
H -2.946217 -1.419832 -0.749465 0.3 -0.4 0.0 -0.65
H -3.783208 -2.991432 -0.483186 0.6 0.0 0.1 -0.15
H -4.636667 -0.970237 0.815789 -0.1 0.0 0.1 0.36
H -5.339771 -0.412216 -0.740810 0.1 0.1 0.1 0.35
H -5.815506 -1.959694 -0.064867 -0.1 0.2 0.1 0.43
H -0.015324 -4.770785 -4.019179 -0.3 0.1 -0.1 0.39
H 0.801786 -3.641778 -5.056539 -0.2 0.1 -0.2 0.62
H 1.849609 -4.590548 -2.868098 0.0 0.0 0.1 0.64
H 0.974037 -3.328155 -2.052971 0.2 0.1 0.1 -0.13
H 3.544202 -3.161040 -3.081552 0.0 0.0 0.1 0.38
H 2.647880 -2.632148 -4.472644 0.1 0.3 0.0 0.20
H 3.611003 -0.871353 -2.829548 0.0 0.1 -0.1 0.51
H 1.982378 -0.553388 -3.309468 -0.3 -0.1 0.0 0.29
H 1.170653 -1.547874 -1.201698 0.1 -0.2 0.1 -0.98
H 2.791642 -1.943634 -0.663838 0.2 0.0 0.0 0.60
H 3.087899 0.283156 -0.018942 0.2 0.2 -0.2 0.47
H 2.436505 0.918612 -1.534509 0.0 0.0 0.0 0.43
H 0.760300 -0.089577 0.854237 0.4 -0.1 0.0 -0.20
H 1.203556 1.560732 0.506588 -0.1 0.0 0.1 0.42
H -0.679421 1.746165 -0.656421 -0.1 0.1 -0.2 0.60
H -1.048013 0.059083 -0.574344 0.1 -0.2 -0.3 -0.68
H -0.046569 0.735347 -1.921505 0.0 -0.3 0.0 0.24
O 2.998338 -7.320546 -4.275756 0.0 0.1 0.1 -0.56
C 3.991137 -6.973999 -4.852363 -0.1 -0.1 -0.4 0.83
O 4.595237 -5.826923 -4.491778 -0.1 0.1 0.4 -0.35
C 5.870500 -5.406102 -4.979374 0.1 0.1 -0.3 -0.47
C 5.748734 -4.681761 -6.304231 -0.1 0.0 -0.1 -0.93
C 4.527781 -7.753782 -6.030842 0.4 -0.2 0.2 -1.05
H 6.564949 -6.246622 -5.026409 -0.1 0.0 0.0 0.41
H 6.259715 -4.722303 -4.226415 -0.1 0.0 0.1 0.34
H 5.344327 -5.330664 -7.081589 0.1 0.0 0.0 0.27
H 6.723078 -4.317924 -6.632045 0.0 0.0 0.0 0.38
H 5.070733 -3.833260 -6.208651 0.1 0.0 0.1 0.24
H 3.981332 -7.460193 -6.926115 0.0 0.0 0.0 0.26
H 4.361378 -8.811859 -5.843395 -0.2 0.0 0.0 0.33
H 5.594677 -7.626138 -6.200187 0.0 0.1 -0.1 0.34
O 1.188905 -6.039141 1.503696 -0.4 0.0 -0.1 -0.53
C 1.082696 -5.922538 2.692350 0.5 0.2 0.2 0.96
O -0.126648 -5.684166 3.235581 -0.4 -0.4 -0.3 -0.36
C -0.387301 -5.702714 4.642043 0.1 0.2 0.1 -0.58
C -0.057951 -4.360504 5.246023 0.1 0.2 0.1 -0.72
C 2.299984 -5.950469 3.585341 0.0 -0.4 0.3 -1.23
H 0.131672 -6.529195 5.130355 0.1 0.0 -0.1 0.36
H -1.452667 -5.904055 4.749299 0.0 0.0 -0.2 0.35
H 0.999097 -4.120020 5.131127 0.0 0.0 0.1 0.22
H -0.304237 -4.334968 6.309156 0.0 0.0 0.0 0.46
H -0.619951 -3.578150 4.734216 0.0 0.0 0.0 0.12
H 2.757715 -4.961283 3.587683 0.0 0.0 0.0 0.25
H 3.005495 -6.669943 3.176466 0.0 0.1 -0.2 0.35
H 2.093987 -6.257803 4.608384 0.0 0.2 0.0 0.36
O 3.410268 -1.017533 3.124713 0.0 -0.2 0.1 -0.63
C 2.492142 -0.412293 3.607238 0.0 0.4 -0.3 0.80
O 1.494103 -1.094162 4.198607 0.1 -0.5 0.3 -0.36
C 0.450599 -0.474298 4.957124 -0.3 0.1 -0.1 -0.57
C -0.668717 -0.006517 4.057810 0.0 0.0 -0.3 -0.42
C 2.389177 1.091244 3.491404 0.1 0.1 0.5 -0.13
H 0.844280 0.326156 5.585884 0.0 0.1 -0.1 0.29
H 0.068424 -1.241273 5.631369 0.2 -0.1 0.0 0.42
H -0.325647 0.750842 3.355380 -0.1 0.1 0.1 -0.05
H -1.482092 0.418359 4.644974 0.0 0.1 0.0 0.43
H -1.058785 -0.839080 3.467369 0.0 -0.1 0.1 0.14
H 1.959533 1.342199 2.522240 0.0 0.0 0.1 -0.17
H 3.391986 1.507907 3.555053 0.0 -0.1 -0.2 0.40
H 1.800480 1.559405 4.277901 -0.2 0.0 -0.1 -0.11
O -1.055644 3.129204 3.355319 0.1 -0.1 0.0 -0.52
C -0.772462 3.707058 4.367802 -0.2 0.4 0.0 0.87
O -0.473175 2.990098 5.470590 0.2 -0.4 0.0 -0.18
C 0.054656 3.557986 6.675291 -0.1 0.3 0.2 -0.21
C -1.053682 4.084062 7.564256 -0.1 0.0 -0.1 -1.26
C -0.827001 5.210893 4.456569 0.5 0.2 0.1 -1.18
H 0.808843 4.314172 6.450998 0.0 0.0 -0.1 0.22
H 0.572140 2.745966 7.185053 0.0 -0.1 -0.2 0.36
H -1.607326 4.889552 7.081133 0.1 0.1 0.0 0.28
H -0.644720 4.461157 8.502493 0.0 0.0 0.0 0.39
H -1.769251 3.291759 7.786026 0.1 0.0 0.0 0.33
H -1.855415 5.517192 4.645909 0.0 0.0 0.0 0.29
H -0.502614 5.623083 3.504317 -0.2 -0.1 -0.1 0.33
H -0.175302 5.633072 5.218396 -0.1 0.0 0.1 0.28
O 3.066174 5.798462 5.322786 -0.1 -0.3 0.1 -0.55
C 3.358398 6.360631 6.342495 -0.2 0.5 -0.1 0.87
O 3.656552 5.643424 7.440040 0.1 -0.4 -0.1 -0.38
C 4.185909 6.214530 8.640365 -0.1 0.2 0.2 -0.42
C 3.086933 6.745434 9.537515 -0.1 0.1 -0.1 -0.95
C 3.309218 7.868841 6.432928 0.5 0.1 0.0 -1.10
H 4.937540 6.970814 8.410740 -0.1 0.0 -0.1 0.38
H 4.706848 5.402129 9.144279 0.0 -0.1 -0.1 0.33
H 2.530474 7.551252 9.058074 0.1 0.1 0.0 0.28
H 3.504768 7.123863 10.470615 0.0 0.0 0.0 0.36
H 2.372905 5.954179 9.768107 0.1 0.0 0.0 0.26
H 2.282953 8.178659 6.626501 0.0 0.0 0.0 0.24
H 3.630939 8.277362 5.478057 -0.2 -0.1 -0.1 0.34
H 3.963751 8.290667 7.192060 -0.1 0.0 0.1 0.34
O -4.819414 9.281006 -7.871523 0.0 -0.1 -0.1 -0.57
C -4.264275 8.735767 -6.957742 -0.2 0.1 0.3 0.71
O -3.695837 7.533902 -7.152386 0.2 -0.1 -0.4 -0.38
C -2.861093 6.886803 -6.183890 -0.1 -0.1 0.3 -0.62
C -3.672575 6.108155 -5.170300 0.0 0.2 -0.1 -0.57
C -4.264433 9.336953 -5.570266 0.5 0.2 0.0 -0.87
H -2.187929 7.605360 -5.713111 -0.1 0.0 0.0 0.39
H -2.234130 6.201428 -6.752530 -0.1 0.1 -0.2 0.34
H -4.326682 6.760989 -4.591983 0.1 0.0 0.1 0.22
H -3.019898 5.579642 -4.478987 0.0 0.0 0.0 0.22
H -4.310380 5.381250 -5.673565 0.1 0.0 0.0 0.28
H -5.198564 9.077966 -5.074023 0.0 0.0 0.0 0.23
H -4.200774 10.418281 -5.667692 -0.2 0.0 -0.1 0.31
H -3.427544 9.024716 -4.950044 -0.1 -0.1 0.1 0.31
```
Positions in Å, forces in eV/Å.

Summary:
HOMO level = -0.3381 Eh
Orbital gap = 0.3478 Ha
Structure (SMILES) = C#CCCC[C@H]1[C@@](F)(CCCCCCCC)C(=O)O[C@@]1(CCCS(=O)(=O)O)NCC.CCOC(C)=O.CCOC(C)=O.CCOC(C)=O.CCOC(C)=O.CCOC(C)=O.CCOC(C)=O

=====

Record 2
Molecular formula: C5H15N3
Method: DFT, ωB97M-V/def2-TZVPD

Structure (XYZ):
```
23
Properties=species:S:1:pos:R:3:forces:R:3:mulliken_charge:R:1
C -3.219989 -0.744927 0.065162 -3.2 3.0 1.6 -1.03
C -2.073895 0.214592 0.253533 1.9 1.7 2.5 -0.38
C -0.694932 -0.450510 0.761288 -1.8 1.1 -1.6 -1.07
C 0.606090 0.029997 0.109353 -0.3 1.2 0.0 -0.39
N 2.899339 0.849353 -0.716987 -0.3 -0.7 -0.2 -0.02
C 2.916934 -0.441007 -0.249063 -2.9 -0.1 3.1 -0.35
N 1.711683 -0.420002 0.880566 3.9 -0.3 -1.8 -0.29
N -1.641813 1.200923 -0.757398 -0.2 -3.9 -0.2 -0.15
H -3.499841 -1.227430 1.015556 0.4 0.0 -0.3 0.40
H -3.110355 -1.483056 -0.681208 1.0 -1.1 -1.5 0.19
H -4.173737 -0.117468 -0.206411 1.6 -1.3 0.3 0.38
H -2.412180 0.859102 1.134236 -0.1 -0.1 -0.5 0.51
H -0.756062 -1.519416 0.646527 -0.2 -0.9 0.2 0.44
H -0.655779 -0.183362 1.811460 0.1 -0.4 0.5 0.38
H 0.821204 -0.257996 -0.936075 -1.0 -0.1 0.5 0.54
H 0.634635 1.159614 0.106063 0.0 -0.6 -0.2 0.37
H 3.934788 -0.655064 0.304340 -0.7 0.2 -1.1 0.44
H 3.473665 1.082802 -1.534581 1.2 -0.1 0.2 0.33
H 2.625576 -1.345916 -0.876782 1.0 1.0 0.1 0.38
H 1.998859 0.230830 1.609439 -0.1 0.0 0.1 0.33
H -2.304345 1.872678 -1.197911 -0.4 -1.0 0.2 0.33
H -1.535132 -0.020840 -1.232535 1.0 1.0 -1.9 0.19
H -1.031001 -1.455268 -1.447021 -0.9 1.7 0.2 0.46
```
Positions in Å, forces in eV/Å.

Summary:
Net charge = +2
ΔE to the lowest compared entry with this formula, charge and spin = 384.4 kcal/mol
HOMO level = -0.6604 Eh
Orbital gap = 0.1948 Ha

=====

Record 3
Molecular formula: C24H24N2O5S
Method: DFT, ωB97M-V/def2-TZVPD

Structure (XYZ):
```
56
Properties=species:S:1:pos:R:3:forces:R:3:mulliken_charge:R:1
C -3.728756 5.502933 -2.581584 0.0 0.0 0.0 -1.51
C -2.409312 4.798189 -2.502362 0.0 0.0 0.0 0.96
C -2.117962 3.921951 -1.467371 0.0 0.0 0.0 -0.89
C -0.891531 3.282000 -1.398533 0.1 -0.1 -0.1 -0.10
C 0.079312 3.505727 -2.365736 -0.2 0.0 -0.1 1.59
C -0.209911 4.385543 -3.402052 0.0 -0.1 0.1 -0.84
C -1.435228 5.018415 -3.470441 0.0 0.0 0.0 -0.68
H -1.640897 5.700326 -4.282751 0.0 0.1 -0.1 0.39
H 0.537717 4.579526 -4.155988 0.1 0.1 -0.1 0.39
C 1.429786 2.836784 -2.309206 -0.1 0.2 -0.5 -2.28
N 1.972188 2.746033 -0.968488 0.3 1.0 0.0 0.07
S 2.487876 4.225875 -0.343986 -0.3 0.3 0.6 1.13
O 3.736624 4.074887 0.336986 0.0 -0.2 0.2 -0.69
O 2.434144 5.166989 -1.418033 -0.3 0.0 -0.2 -0.64
C 1.215944 4.656725 0.870625 0.6 -0.2 -0.6 -0.89
H 1.568871 5.530040 1.403942 0.2 0.1 0.0 0.44
H 0.307655 4.878179 0.325559 -0.1 0.0 -0.1 0.27
H 1.084054 3.823705 1.548786 0.0 -0.1 0.1 0.37
C 1.784978 1.635982 -0.156638 0.1 -0.7 0.6 1.32
C 2.453394 1.546454 1.069520 0.0 -0.1 0.1 -0.52
C 2.278216 0.451142 1.886768 -0.2 -0.2 0.0 -1.06
C 1.424203 -0.590754 1.531106 0.2 0.2 -0.2 0.87
C 0.779147 -0.517368 0.301724 0.1 0.0 0.3 -1.20
C 0.952704 0.573975 -0.527215 0.0 0.2 -0.2 -0.95
H 0.426141 0.587719 -1.468172 0.0 0.0 -0.1 0.30
H 0.150307 -1.326483 -0.043192 0.0 -0.1 0.0 0.36
C 1.299781 -1.747052 2.460786 -0.3 0.0 0.0 0.46
O 2.190776 -2.069174 3.223764 0.3 0.0 0.1 -0.66
N 0.106647 -2.391833 2.424446 -0.3 0.0 -0.1 -0.14
H -0.595607 -2.109550 1.761027 0.1 0.1 0.0 0.21
C -0.137301 -3.606919 3.171207 0.1 -0.1 0.1 -1.09
C -0.254357 -4.798503 2.254711 0.0 0.0 0.0 0.50
C 0.803157 -5.111604 1.412251 -0.1 0.1 0.1 -0.40
C 0.747105 -6.183672 0.526837 -0.2 -0.3 -0.1 -1.02
C -0.406816 -6.929406 0.522754 -0.4 0.2 0.4 1.02
C -1.474417 -6.621605 1.366713 0.5 -0.1 -0.4 0.88
C -1.425636 -5.559781 2.235921 0.0 -0.2 -0.1 -1.26
H -2.257915 -5.333813 2.882042 -0.1 0.1 0.1 0.38
O -2.491658 -7.515625 1.158367 0.0 0.4 0.3 -0.49
C -2.025389 -8.406889 0.167933 -0.6 -1.0 -0.5 -0.23
O -0.728276 -8.024927 -0.235049 0.4 0.3 0.0 -0.48
H -1.998887 -9.430450 0.575965 0.0 0.3 0.0 0.24
H -2.703966 -8.381108 -0.699666 0.2 0.1 0.2 0.24
H 1.570283 -6.425427 -0.123760 0.1 0.0 -0.1 0.44
H 1.696420 -4.507042 1.451571 0.1 0.1 0.0 0.48
H 0.721704 -3.722107 3.839777 -0.2 0.0 0.0 0.37
H -1.045904 -3.494917 3.770450 0.1 0.0 0.0 0.39
H 2.809696 0.380450 2.823454 0.1 0.0 0.1 0.47
H 3.138194 2.325483 1.356324 0.1 -0.1 0.1 0.63
H 2.138609 3.431660 -2.888565 -0.2 -0.2 -0.1 0.45
H 1.396056 1.836364 -2.749116 0.1 0.1 0.1 0.67
H -0.696969 2.603863 -0.580210 0.0 0.0 0.1 0.40
H -2.857411 3.733340 -0.701651 -0.1 0.0 0.1 0.29
H -4.402638 5.160815 -1.800332 -0.1 0.0 0.0 0.34
H -3.588402 6.577847 -2.472258 -0.1 0.1 0.0 0.32
H -4.196549 5.327084 -3.548961 -0.1 0.0 0.0 0.37
```
Positions in Å, forces in eV/Å.

Summary:
ΔE to the lowest compared entry with this formula, charge and spin = 18.7 kcal/mol
HOMO level = -0.2993 Eh
Orbital gap = 0.3183 Ha
Structure (SMILES) = Cc1ccc(CN(c2ccc(C(=O)NCc3ccc4c(c3)OCO4)cc2)S(C)(=O)=O)cc1